[1]
60
Properties=species:S:1:pos:R:3 method="wB97M-V/def2-TZVPD" e_lumo_ha=0.015 smiles="O=C(O)CCC(=O)N1CCc2cc(S(=O)(=O)N3CCC(Cc4ccccc4)CC3)ccc21" homo_ev=-8.6 e_above_lowest_ev=0.000
C -3.96527 1.24171 0.14592
S 2.60431 3.38785 -0.11969
H 2.97788 2.53928 -2.59235
C 1.68877 -4.22119 1.55963
C 1.95264 -2.92865 -0.45741
O -4.00434 1.63404 -1.00050
H 3.80846 1.49116 1.25688
C 3.28640 1.65853 -2.02888
H 2.22815 0.18687 -3.18644
C -5.17715 0.62333 0.82987
C 1.58373 -1.75245 -1.31492
C -0.70577 1.84529 1.56263
C 2.76015 -0.10911 0.20867
H -2.87794 -0.22562 2.31595
H -6.03251 -1.77576 -2.72442
C -2.74670 0.86091 2.29711
H 1.78523 0.24715 0.54750
C -1.62888 1.88255 0.51187
H 4.25569 1.31920 -2.41355
H 1.50417 -2.07100 -2.35704
C 0.00597 2.89434 -0.88840
C 1.32244 -3.15311 0.75947
H 1.27060 0.89743 -1.88170
H 1.18732 -4.38440 2.50265
H 3.08130 -0.91218 0.87435
C -6.20899 0.24210 -0.22533
C -5.67547 -0.88585 -1.07666
C -1.34176 1.25513 2.78501
C 0.91811 2.83329 0.14681
C 2.69504 -5.08000 1.15325
O -4.72925 -1.57411 -0.80168
H 2.98211 -5.91380 1.77666
O 3.15300 3.74549 1.15625
N 3.47739 2.08760 -0.66631
C 2.63308 -0.63259 -1.22332
H 4.11214 -5.53633 -0.38430
O -6.40001 -1.05865 -2.18398
H 3.45311 -3.64149 -1.80541
H -3.52885 1.31500 2.91062
N -2.84743 1.34181 0.92073
H 3.60423 -1.03625 -1.53218
H -7.14208 -0.08728 0.23494
H -6.42532 1.08565 -0.88142
C 3.77739 1.03229 0.26851
C -1.28675 2.41717 -0.72148
H 1.30389 2.31994 2.18261
C 3.32900 -4.86698 -0.05922
H -2.00655 2.45862 -1.52077
H -5.59599 1.34746 1.53171
C 2.95926 -3.79961 -0.85706
H 0.61339 -1.35664 -1.00741
H -1.38457 1.99103 3.58954
H 0.31598 3.33459 -1.82281
H -0.78228 0.39421 3.15222
C 2.26232 0.52756 -2.15001
H 0.53359 -2.48692 1.07951
H 4.77597 0.64538 0.03280
C 0.57442 2.32012 1.38852
O 2.59772 4.35677 -1.17556
H -4.88054 -0.27089 1.37802

***

[2]
60
Properties=species:S:1:pos:R:3 method="wB97M-V/def2-TZVPD" e_lumo_ha=0.001 smiles="COc1ccc(Cn2c(=O)[nH]c3cc(C(=O)NCCCN4CCCC4)ccc3c2=O)cc1" homo_ev=-8.4 e_above_lowest_ev=1.087
C 5.14865 -2.45465 -0.32730
H 4.55006 -4.53580 -0.53529
H -6.40962 0.74328 -2.39818
C 1.81230 2.43267 -0.53441
H -4.57264 2.84745 1.43955
C 2.91997 -3.26649 0.19814
C -0.12650 1.62950 0.63937
H -5.18217 2.29763 -0.91188
N 3.80449 1.15913 -0.93554
H 4.38194 0.21592 1.54848
O -7.07073 -1.63299 -1.89625
H 3.86091 -3.46689 -1.75433
H -6.52926 -3.55718 -1.33493
H -6.19591 -2.27987 0.61475
C 5.94957 0.47768 0.09805
C 3.27562 2.39637 -0.86473
C -0.30434 3.53793 -0.82719
H -8.06835 -2.96039 -0.65074
C -4.24163 1.81696 1.58097
C -5.41131 1.29550 -0.58208
H 5.75971 -0.87664 1.77162
H 5.28088 0.12791 -1.93553
N 4.34407 -1.40859 0.28472
C -5.01203 0.88369 0.68597
C -2.06398 0.79941 1.86285
C -6.09176 0.43453 -1.41492
H -0.92351 4.30639 -1.26337
H 1.52476 4.15013 -1.76477
H 6.86108 -0.04335 -0.19614
H -7.95494 -3.35753 -2.38293
C -7.41662 -2.94602 -1.53044
C 1.23053 1.53100 0.34268
C -5.98553 -1.28201 0.26330
H -4.97763 -0.74472 2.06629
O -2.51959 0.01338 2.66089
H 2.57313 -1.47200 1.41588
H 2.06887 -2.94181 -0.39953
N -2.81266 1.78511 1.25441
C -0.90292 2.62940 0.04581
H 3.26104 0.33722 -0.72003
H 5.68385 -2.06702 -1.19391
C -2.33473 2.72552 0.35023
C 1.04014 3.44641 -1.10663
H -4.34369 1.51966 2.62596
O 3.90848 3.41130 -1.08270
C 4.13639 -3.54323 -0.70383
C 5.20325 0.90921 -1.17515
C 3.38823 -2.13064 1.10710
H 1.81808 0.76457 0.82755
H -0.18946 0.04134 1.96602
H 5.63764 1.83179 -1.56569
C -6.39014 -0.86471 -0.99949
C -5.29983 -0.40953 1.09196
H 6.23823 1.36023 0.67015
N -0.73542 0.76254 1.51435
H 5.88994 -2.85028 0.38832
C 5.10165 -0.41200 1.01414
H 3.86319 -2.53600 2.01754
H 2.61975 -4.14117 0.77142
O -3.06950 3.56073 -0.13056

***

[3]
61
Properties=species:S:1:pos:R:3 method="wB97M-V/def2-TZVPD" e_lumo_ha=0.022 smiles="O=C1CCc2cc(S(=O)(=O)N3CCC[C@@H]3C(=O)N3CCN(c4ccccc4)CC3)ccc2N1" homo_ev=-7.8 e_above_lowest_ev=1.434
H -1.86056 -1.54416 -4.85365
O -4.29791 -0.01405 -4.28588
H -4.09937 1.50997 1.85078
H 5.27902 -2.33543 0.90292
C -2.18130 1.90676 2.74183
C -1.11815 -0.98051 1.75456
S 2.97533 0.06028 -0.95083
N -2.44322 0.74234 -3.27321
H -4.26912 3.35129 5.68808
H 0.94012 -1.85545 -1.72701
C -0.04216 1.60832 1.55025
C -1.56100 2.46935 3.86029
C -3.19076 -0.24249 -3.85973
O 3.96256 0.13545 -1.98774
O 3.05561 1.00650 0.13423
C -3.58072 1.89914 2.71366
H -1.41197 -0.99129 2.81149
H -1.36216 -1.94102 1.29968
H 3.54475 -2.95021 2.52264
C -2.30850 2.98606 4.90273
C 0.89300 1.51601 -1.94785
H -3.24003 -2.35609 -4.10608
H 2.95822 -0.80387 1.62512
C 3.28290 -2.95103 1.46663
H -0.48560 2.50666 3.93503
H 4.90390 -4.00701 0.43795
N -1.47204 1.43397 1.63913
H 0.57744 0.46254 3.29396
H 1.80617 0.65230 2.01045
N 0.32155 -0.80240 1.66854
H -2.83513 1.67550 -3.29276
N 2.93923 -1.47977 -0.35133
H 2.61431 -3.78817 1.25916
C 4.49681 -3.00375 0.54062
H 0.24779 2.56465 1.98284
H -0.73841 2.68424 -2.70108
C 0.75425 0.46845 2.21095
H -2.27163 -1.98763 -1.85371
C 1.35098 0.23824 -1.68235
H 3.39992 -3.27177 -1.31393
H -1.55558 0.18545 -0.01082
O 0.53027 -2.79379 0.66367
C -3.69032 2.95363 4.86886
H 0.22231 1.62786 0.48768
C 1.05724 -1.79138 1.12239
C 3.91499 -2.47300 -0.76755
C -0.69915 -0.70835 -2.48255
C 2.57947 -1.65204 1.05108
H -1.79869 3.41049 5.75565
H -5.39792 2.38666 3.70904
C -0.36692 1.69262 -2.49110
H -2.91889 0.00980 1.11580
C -1.84461 0.16834 1.04508
C -2.48962 -1.57983 -3.95884
H 1.52925 2.35639 -1.72069
C -1.16626 0.58355 -2.75792
C -1.62842 -1.85884 -2.73070
C -4.31914 2.40809 3.76187
H -1.06372 -2.78196 -2.85931
H 4.64363 -1.99925 -1.42445
C 0.57058 -0.86906 -1.95475